1.
This record from the Open Molecules 2025 dataset describes a 2-piece molecular cluster, C2H3NOS overall at a distorted geometry. The level of theory is ωB97M-V/def2-TZVPD.

```
8
C2H3NOS, DFT ωB97M-V/def2-TZVPD
O 1.8563 1.9425 0.0428
C 2.1156 0.8285 0.0908
S 2.2104 -0.6989 0.1452
C -1.2764 -0.4798 0.3952
N -1.1096 -0.6995 -0.8596
H -1.5598 0.4283 0.7797
H -0.9995 -1.3779 0.9338
H -1.2369 0.0568 -1.5281
```

Values from the calculation:
SMILES: O=C=S.C=N
Strongest force on any atom (eV/A): 4.62
Energy above the lowest of the compared OMol25 structures with the same formula, charge and spin (kcal/mol): 14.7
E_HOMO (eV): -10.00
Kohn-Sham gap (eV): 10.689

Atom charges from the Mulliken analysis, given in e for atoms 1 to 5:
1. O -0.33
2. C 0.65
3. S -0.32
4. C -0.41
5. N -0.45

---

2.
This record from the Open Molecules 2025 dataset describes one molecule with the formula C3H7NO2 at a distorted geometry. The level of theory is ωB97M-V/def2-TZVPD.

```
13
C3H7NO2, DFT ωB97M-V/def2-TZVPD
N -0.7150 0.9581 0.9710
C -0.0235 0.4051 -0.1519
C 1.5200 0.4431 0.2173
O 2.2263 1.4150 -0.0628
C -0.2846 -0.9940 -0.4941
O -1.5774 -0.9479 -1.1753
H -1.2563 0.2167 1.3584
H -0.0559 1.1968 1.7400
H -0.0692 1.1194 -1.0021
H 2.1810 -0.4326 0.5233
H -0.4792 -1.7097 0.3580
H 0.3255 -1.6864 -1.0945
H -1.7917 0.0163 -1.1872
```

Values from the calculation:
SMILES: N[C@@H](C=O)CO
Strongest force on any atom (eV/A): 5.41
Energy above the lowest of the compared OMol25 structures with the same formula, charge and spin (kcal/mol): 70.3
E_HOMO (eV): -9.70
Kohn-Sham gap (eV): 10.238

Atom charges from the Mulliken analysis, given in e for atoms 1 to 5:
1. N -0.55
2. C 0.18
3. C -0.37
4. O -0.46
5. C -0.42

---

3.
This record from the Open Molecules 2025 dataset describes C3H9ClN3 as an isolated structure at a distorted geometry. The level of theory is ωB97M-V/def2-TZVPD.

```
16
C3H9ClN3, DFT ωB97M-V/def2-TZVPD
C -0.3641 0.9551 -0.1686
C -1.6942 1.0409 0.4579
C -0.3613 -1.4139 0.4683
N 0.2336 1.9940 -0.5291
N 0.1852 -0.2938 -0.1761
N 1.5951 -0.6027 -0.7830
Cl 3.4311 -0.0296 0.3877
H -1.7021 0.6388 1.5422
H -2.0570 2.0357 0.5127
H -2.5023 0.3951 0.0748
H -1.3568 -1.5873 0.0486
H 0.3219 -2.2288 0.1939
H -0.4508 -1.3007 1.5581
H 1.1255 1.9518 -1.1060
H 1.7233 -1.5907 -0.9765
H 1.8730 0.0360 -1.5048
```

Values from the calculation:
Total charge: +1
Strongest force on any atom (eV/A): 6.62
Energy above the lowest of the compared OMol25 structures with the same formula, charge and spin (kcal/mol): 125.5
E_HOMO (alpha / beta) (eV): -15.21 / -14.32
Kohn-Sham gap (alpha / beta) (eV): 8.363 / 6.455

Atom charges from the Mulliken analysis, given in e for atoms 1 to 5:
1. C 0.95
2. C -1.26
3. C -0.79
4. N -0.52
5. N 0.32

---

4.
This record from the Open Molecules 2025 dataset describes one molecule with the formula C19H38N4O4S at a distorted geometry. The level of theory is ωB97M-V/def2-TZVPD.

```
66
C19H38N4O4S, DFT ωB97M-V/def2-TZVPD
C 3.3956 4.4924 0.7853
C 3.0787 3.1075 0.2339
C 3.8312 2.8314 -1.0648
C 3.5681 1.4159 -1.5863
N 3.9237 0.3556 -0.6742
C 5.3033 0.0054 -0.4176
C 5.9540 0.7503 0.7462
S 2.8082 -0.2769 0.3491
O 3.1713 -0.1025 1.7219
O 1.5136 0.2028 -0.0508
N 3.0242 -1.9067 0.0142
C 2.5012 -2.7837 1.0448
C 0.9748 -2.8012 1.0269
C 0.4631 -3.2228 -0.3570
C -1.0643 -3.1431 -0.3943
O -1.7630 -4.1255 -0.5396
N -1.5562 -1.8961 -0.2569
C -2.9699 -1.6197 -0.1630
C -3.3676 -1.1741 1.2448
C -4.8623 -0.8632 1.3160
N -5.2508 0.1583 0.3585
C -6.6697 0.1240 0.0490
C -6.9632 1.1403 -1.0548
O -6.5954 2.4430 -0.6676
C -5.2283 2.4864 -0.3348
C -4.8918 1.5004 0.7838
C 1.0870 -2.3668 -1.4659
C 2.6079 -2.3022 -1.3159
H 3.1239 5.2627 0.0660
H 2.8445 4.6710 1.7048
H 4.4581 4.5858 1.0006
H 2.0067 3.0189 0.0491
H 3.3400 2.3467 0.9714
H 3.5112 3.5385 -1.8339
H 4.9022 2.9744 -0.9116
H 4.1089 1.2565 -2.5270
H 2.4988 1.2967 -1.7691
H 5.3017 -1.0653 -0.1955
H 5.8665 0.1710 -1.3412
H 5.3463 0.6246 1.6371
H 6.0550 1.8106 0.5352
H 6.9434 0.3379 0.9295
H 2.9072 -3.7847 0.8696
H 2.8726 -2.4046 1.9970
H 0.6307 -1.7945 1.2710
H 0.5989 -3.4908 1.7847
H 0.7300 -4.2724 -0.5230
H -0.9240 -1.1265 -0.0949
H -3.4880 -2.5444 -0.4255
H -3.2455 -0.8395 -0.8773
H -3.1410 -1.9701 1.9562
H -2.7809 -0.2974 1.5256
H -5.1309 -0.5754 2.3477
H -5.4134 -1.7736 1.0679
H -6.9331 -0.8758 -0.3018
H -7.2856 0.3649 0.9343
H -8.0316 1.1752 -1.2742
H -6.4110 0.8512 -1.9618
H -5.0211 3.5113 -0.0222
H -4.6219 2.2431 -1.2206
H -3.8216 1.5441 0.9875
H -5.4392 1.7905 1.6996
H 0.7022 -1.3491 -1.4167
H 0.8334 -2.7868 -2.4409
H 3.0550 -3.2811 -1.5180
H 3.0281 -1.5728 -2.0107
```

Values from the calculation:
SMILES: CCCCN(CC)S(=O)(=O)N1CCC(C(=O)NCCCN2CCOCC2)CC1
Strongest force on any atom (eV/A): 1.05
E_HOMO (eV): -8.67
Kohn-Sham gap (eV): 9.362

Atom charges from the Mulliken analysis, given in e for atoms 1 to 5:
1. C -1.52
2. C 0.33
3. C -0.78
4. C -0.95
5. N 0.48

---

5.
This record from the Open Molecules 2025 dataset describes a 2-piece molecular cluster, C11H15N overall at a distorted geometry. The level of theory is ωB97M-V/def2-TZVPD.

```
27
C11H15N, DFT ωB97M-V/def2-TZVPD
C 0.3721 -2.3543 -1.3996
C -0.5339 -1.2108 -1.1324
C -1.8009 -1.3130 -0.6597
N -2.4181 -0.0483 -0.5695
C -1.4676 0.9126 -0.9073
C -1.5213 2.2862 -0.8867
C -0.3621 2.9997 -1.2259
C 0.7446 2.2940 -1.6708
C 0.8077 0.9222 -1.7906
C -0.2550 0.1694 -1.2762
H 1.0748 -2.1279 -2.2009
H -0.1862 -3.2649 -1.6040
H 1.0812 -2.6372 -0.6283
H -2.4234 -2.1822 -0.5278
H -3.3161 0.2816 -0.2727
H -2.3836 2.9377 -0.7263
H -0.3511 4.0681 -1.1488
H 1.5586 2.8486 -2.1583
H 1.6273 0.3957 -2.3006
C 1.8248 -0.1855 3.0697
C 0.6055 -1.0651 2.7545
H 1.6533 0.7831 2.5527
H 1.9614 0.1351 4.0876
H 2.7007 -0.6969 2.6676
H 0.9388 -2.0826 3.0166
H 0.3756 -1.1761 1.7107
H -0.3072 -0.6891 3.2269
```

Values from the calculation:
SMILES: Cc1c[nH]c2ccccc12.CC
Strongest force on any atom (eV/A): 2.46
Energy above the lowest of the compared OMol25 structures with the same formula, charge and spin (kcal/mol): 18.9
E_HOMO (eV): -7.85
Kohn-Sham gap (eV): 8.794

Atom charges from the Mulliken analysis, given in e for atoms 1 to 5:
1. C -1.32
2. C 0.57
3. C -0.70
4. N -0.06
5. C -0.07

---

6.
This record from the Open Molecules 2025 dataset describes C31H23N3O2Y as an isolated structure. The level of theory is ωB97M-V/def2-TZVPD.

```
60
C31H23N3O2Y, DFT ωB97M-V/def2-TZVPD
Y 0.1124 -0.6755 0.4572
O -2.1327 -3.1146 -6.5388
C -2.4739 -1.8697 -6.1553
O -3.3495 -1.2748 -6.7075
C -1.7176 -1.2702 -5.0012
C -1.1066 -2.0367 -4.0182
C -0.4810 -1.4115 -2.9532
C -0.4545 -0.0279 -2.8578
C -1.0624 0.7422 -3.8469
C -1.6934 0.1197 -4.9046
N 0.1848 0.5114 -1.7013
C 0.6029 1.7189 -1.6764
C 1.3238 2.2303 -0.4997
C 1.9442 3.4601 -0.5490
C 2.7376 3.8580 0.5231
C 2.8915 2.9932 1.5888
C 2.2150 1.7781 1.5717
N 1.4250 1.4101 0.5655
H -1.3113 -3.4050 -6.1284
H -1.1410 -3.1182 -4.0581
H 0.0286 -2.0114 -2.2015
H -1.0790 1.8227 -3.7764
H -2.1962 0.6983 -5.6684
H 0.5018 2.3793 -2.5358
H 1.8210 4.0904 -1.4203
H 3.2359 4.8178 0.5117
H 3.5183 3.2404 2.4336
H 2.2988 1.0870 2.4026
C -2.0600 -0.7948 1.3798
C -2.3419 0.4050 0.6096
C -3.0400 0.3828 -0.6201
C -3.0761 1.4873 -1.4383
C -2.3939 2.6596 -1.0843
C -1.7505 2.7305 0.1445
C -1.7214 1.6222 0.9718
C -2.2890 3.7510 -2.0167
N -2.1134 4.5844 -2.7899
H -2.6994 -1.6554 1.2029
H -1.9297 -0.6171 2.4481
H -3.5512 -0.5242 -0.9198
H -3.6125 1.4520 -2.3780
H -1.2687 3.6551 0.4390
H -1.2496 1.6923 1.9483
C 1.3923 -1.1351 5.9644
C 0.7531 -0.2800 5.0385
C 0.7860 -0.5744 3.7068
C 1.4468 -1.7280 3.1926
C 1.4696 -2.0341 1.7932
C 2.1065 -3.1984 1.4221
C 2.7342 -4.0589 2.3529
C 2.7172 -3.7534 3.6791
C 2.0686 -2.5812 4.1376
C 2.0310 -2.2566 5.5183
H 1.3648 -0.8987 7.0195
H 0.2316 0.6006 5.3919
H 0.2647 0.1101 3.0286
H 2.1515 -3.4954 0.3759
H 3.2227 -4.9607 2.0060
H 3.1940 -4.4041 4.4025
H 2.5201 -2.9246 6.2176
```

Values from the calculation:
Total charge: +1
Strongest force on any atom (eV/A): 0.37
Energy above the lowest of the compared OMol25 structures with the same formula, charge and spin (kcal/mol): 0.0
E_HOMO (eV): -10.70
Kohn-Sham gap (eV): 6.037

Atom charges from the Mulliken analysis, given in e for atoms 1 to 5:
1. Y 0.40
2. O -0.46
3. C 0.61
4. O -0.51
5. C 0.67

---

7.
This record from the Open Molecules 2025 dataset describes a 10-piece molecular cluster, C21H62FNO12S10 overall at a distorted geometry. The level of theory is ωB97M-V/def2-TZVPD.

```
107
C21H62FNO12S10, DFT ωB97M-V/def2-TZVPD
C 5.4512 -2.5504 -2.0606
C 4.6124 -1.2813 -2.2292
C 3.3605 -1.6155 -3.0229
O 2.2711 -0.7551 -2.6314
N 1.1149 -1.1417 -3.3125
S 0.0503 -1.9856 -2.4166
O 0.5996 -3.2287 -2.0165
O -1.2023 -1.9435 -3.0874
F -0.1271 -1.1418 -1.1148
H 5.7087 -2.9917 -3.0206
H 4.8565 -3.2836 -1.5204
H 6.3446 -2.3314 -1.4865
H 5.1662 -0.5159 -2.7652
H 4.3695 -0.8736 -1.2534
H 3.5590 -1.4373 -4.0822
H 3.0776 -2.6595 -2.9235
H 0.6650 -0.3552 -3.7682
C -0.2485 -0.5271 2.3446
S 0.8417 0.0351 3.6452
O 1.8593 -1.0256 3.8639
C -0.3713 -0.1111 4.9628
H 0.3208 -0.5583 1.4185
H -0.6160 -1.5258 2.5797
H -1.0805 0.1713 2.2496
H -0.7248 -1.1405 5.0158
H -1.2010 0.5683 4.7637
H 0.1184 0.1619 5.8956
C -4.1289 0.9339 0.0531
S -3.8299 1.8613 1.5592
O -3.4444 0.8817 2.6151
C -5.5448 2.3059 1.8373
H -3.1772 0.5253 -0.2810
H -4.8274 0.1231 0.2594
H -4.5314 1.6089 -0.7038
H -6.1449 1.3996 1.9189
H -5.8843 2.9229 1.0033
H -5.5953 2.8698 2.7665
C 2.1507 2.9402 -1.5545
S 3.2860 2.6425 -0.1957
O 3.8931 1.2997 -0.4417
C 2.0277 2.4156 1.0600
H 2.7413 3.0683 -2.4597
H 1.4850 2.0830 -1.6628
H 1.5837 3.8454 -1.3464
H 1.3733 1.5921 0.7704
H 1.4662 3.3408 1.1686
H 2.5243 2.1795 1.9980
C -8.2175 4.3277 -2.9614
S -7.1206 4.9230 -1.6709
O -6.0998 3.8622 -1.4560
C -8.3082 4.7795 -0.3308
H -7.6499 4.2957 -3.8884
H -8.5686 3.3278 -2.7071
H -9.0559 5.0156 -3.0678
H -8.6542 3.7482 -0.2606
H -9.1441 5.4538 -0.5149
H -7.8049 5.0661 0.5901
C -0.8868 -5.6844 -3.8651
S -1.6356 -7.3126 -3.7873
O -2.0694 -7.6677 -5.1680
C -3.0993 -6.7946 -2.8883
H 0.0402 -5.7682 -4.4287
H -1.5646 -4.9971 -4.3719
H -0.6680 -5.3275 -2.8601
H -3.6225 -6.0284 -3.4610
H -2.8006 -6.4103 -1.9132
H -3.7311 -7.6698 -2.7556
C 3.8960 7.7701 0.7813
S 2.3976 6.8530 0.4170
O 2.6283 5.4740 0.9286
C 2.6509 6.8000 -1.3616
H 3.9621 7.8774 1.8616
H 4.7569 7.2136 0.4096
H 3.8389 8.7543 0.3164
H 3.6060 6.3196 -1.5770
H 2.6314 7.8154 -1.7564
H 1.8374 6.2261 -1.7998
C 6.9332 2.0613 0.6989
S 7.3069 3.8165 0.6506
O 6.8691 4.3348 -0.6740
C 9.0927 3.6205 0.5720
H 5.8528 1.9393 0.7124
H 7.3414 1.5733 -0.1862
H 7.3609 1.6291 1.6043
H 9.3540 3.0323 -0.3076
H 9.4403 3.1292 1.4804
H 9.5352 4.6116 0.4988
C 0.6312 2.1624 9.7972
S 2.3972 2.2569 9.4735
O 2.7333 3.6960 9.3386
C 2.3132 1.5796 7.8120
H 0.4532 2.5837 10.7840
H 0.0937 2.7405 9.0456
H 0.3151 1.1194 9.7807
H 1.6566 2.1983 7.1996
H 1.9453 0.5543 7.8570
H 3.3175 1.5861 7.3952
C -4.0112 -11.3030 -4.9518
S -4.6955 -9.9866 -3.9450
O -4.1508 -10.1560 -2.5711
C -6.3794 -10.6174 -3.9211
H -2.9444 -11.1159 -5.0501
H -4.1811 -12.2613 -4.4607
H -4.4788 -11.2833 -5.9357
H -6.3877 -11.6225 -3.4992
H -6.7758 -10.6227 -4.9362
H -6.9731 -9.9512 -3.2992
```

Values from the calculation:
Strongest force on any atom (eV/A): 1.34
E_HOMO (eV): -8.44
Kohn-Sham gap (eV): 8.676

Atom charges from the Mulliken analysis, given in e for atoms 1 to 5:
1. C -1.46
2. C 0.21
3. C -0.46
4. O -0.01
5. N -0.41

---

Question: What is the strongest force on any atom in the sixth record?
Answer: 0.37 eV/A